Density functional theory data (ωB97M-V with the def2-TZVPD basis set) for a molecular structure, C23H50BBr16N3 at a distorted geometry.

```
93
Properties=species:S:1:pos:R:3:forces:R:3:lowdin_charge:R:1
C 1.8646 -0.5355 2.4637 0.1 -0.7 1.0 -0.16
C 2.2890 -0.9926 0.9451 -0.5 -0.9 -0.1 -0.25
B 2.2861 0.2274 -0.1629 1.0 0.0 1.1 -0.17
C 3.4763 1.3603 -0.3445 -0.3 0.2 0.4 -0.18
C 3.3960 2.5834 0.7560 0.7 0.7 -0.4 -0.22
C 2.1273 3.6001 0.5255 0.2 0.7 0.6 -0.18
C 0.9251 3.4161 1.6700 1.8 0.8 0.8 -0.22
N -0.4555 3.7319 1.1582 -1.0 -3.0 0.2 -0.02
C -1.2448 2.5124 0.7408 -1.2 -3.6 -0.1 -0.34
N -0.8938 1.1985 0.9147 -0.3 5.0 -0.6 0.11
N -2.6077 2.8093 0.0787 1.7 0.6 2.5 0.04
H 0.9735 0.2324 2.5144 1.9 -1.5 -0.4 0.04
H 1.4850 -1.5059 3.0451 0.8 2.1 -1.2 0.08
H 2.7878 -0.1362 3.1010 -1.9 -0.7 -1.5 0.08
H 1.4649 -1.7763 0.5860 1.7 1.6 0.8 0.10
H 3.3104 -1.6063 0.9604 -2.1 1.5 0.1 0.02
H 1.3604 0.2785 -0.9139 0.0 0.0 -0.1 0.04
H 3.3338 1.8406 -1.4092 0.7 -0.9 2.0 0.10
H 4.5107 0.8292 -0.1938 -1.8 1.1 -0.5 0.10
H 4.3825 3.2396 0.6108 -2.1 -1.5 0.3 0.11
H 3.4420 2.1833 1.8563 -0.3 0.7 -2.1 0.11
H 2.5637 4.7019 0.6688 -1.1 -2.3 -0.4 0.11
H 1.7039 3.5557 -0.5636 0.7 -0.2 2.1 0.12
H 1.1732 4.2492 2.4889 -0.7 -1.8 -1.7 0.13
H 1.0481 2.3904 2.2157 -0.5 1.7 -1.2 0.09
H -1.0041 4.2119 1.9062 0.5 -0.5 -1.0 0.11
H -1.6023 0.5352 0.5362 0.5 1.0 0.2 0.00
H -3.1585 1.9350 -0.0530 1.0 0.7 0.3 0.04
H -3.1318 3.3398 0.8370 0.7 -0.7 -1.5 -0.06
Br 4.3003 -3.8957 2.0418 0.1 -0.1 -0.1 0.67
C 5.4720 -4.7108 0.7122 0.0 -0.2 0.3 -0.71
C 6.6089 -3.7860 0.3455 0.1 -0.1 -0.2 -0.69
Br 6.0074 -2.3711 -0.8563 0.0 0.0 0.1 0.62
H 4.8444 -4.9876 -0.1395 0.2 0.1 0.2 0.04
H 5.8524 -5.6190 1.1878 0.0 0.3 -0.2 0.00
H 7.3786 -4.3245 -0.2147 -0.2 0.0 0.1 0.03
H 7.0678 -3.2967 1.2088 -0.2 -0.2 -0.2 0.06
Br 8.0938 -7.2962 0.8143 0.2 -0.1 0.0 0.65
C 9.7397 -6.8537 -0.1342 0.0 0.2 0.1 -0.67
C 9.5324 -6.8806 -1.6304 0.2 -0.1 -0.1 -0.72
Br 9.4796 -8.7119 -2.3023 -0.1 0.2 0.0 0.59
H 10.5055 -7.5537 0.2114 -0.2 0.1 -0.2 0.05
H 9.9980 -5.8453 0.2007 0.0 -0.1 -0.1 0.06
H 10.3775 -6.4148 -2.1453 -0.1 0.0 0.2 0.06
H 8.6052 -6.3973 -1.9501 0.2 -0.2 0.1 -0.03
Br -6.1633 -1.2961 -1.6051 0.1 0.1 0.1 0.61
C -4.4691 -0.3295 -1.6008 -0.2 0.1 -0.4 -0.71
C -3.2989 -1.2772 -1.7222 0.3 0.1 0.1 -0.69
Br -2.9426 -2.1784 -0.0284 0.0 0.0 -0.1 0.62
H -4.4478 0.2733 -0.6887 0.1 -0.2 -0.2 0.02
H -4.5188 0.3342 -2.4684 0.1 -0.1 0.1 0.03
H -2.3804 -0.7286 -1.9493 -0.2 0.0 0.0 0.05
H -3.4472 -2.0579 -2.4732 -0.1 0.2 0.2 0.05
Br -4.7152 3.5354 2.5352 -0.3 0.0 0.5 0.68
C -5.7469 1.9423 2.0851 0.1 0.0 -0.3 -0.68
C -7.1082 1.9699 2.7394 -0.2 -0.2 0.1 -0.68
Br -6.9890 1.5205 4.6347 0.0 0.1 -0.1 0.61
H -5.1425 1.0782 2.3747 -0.2 0.2 0.0 0.06
H -5.8425 1.9645 0.9960 -0.1 0.1 0.2 0.01
H -7.7592 1.2044 2.3077 0.2 0.1 0.0 0.06
H -7.6033 2.9426 2.6734 0.2 -0.2 0.0 0.06
Br -4.1719 3.8494 -3.6489 -0.2 0.4 0.2 0.57
C -4.8638 5.4792 -2.8304 0.1 0.0 -0.1 -0.67
C -4.9587 5.3390 -1.3292 -0.1 0.2 0.2 -0.68
Br -6.5058 4.2655 -0.8175 0.1 -0.1 -0.1 0.62
H -5.8234 5.6941 -3.3086 0.2 -0.1 0.2 0.05
H -4.1460 6.2590 -3.0998 -0.1 -0.1 0.1 0.06
H -5.1231 6.3134 -0.8605 0.0 -0.1 -0.1 0.06
H -4.0809 4.8668 -0.8798 -0.2 0.0 -0.2 0.03
Br 5.7036 -7.3605 -2.6406 0.1 0.2 0.1 0.62
C 5.3375 -5.6452 -3.4941 -0.2 -0.2 0.0 -0.68
C 6.0930 -5.5100 -4.7953 0.0 0.2 -0.1 -0.67
Br 7.9750 -5.1026 -4.4791 -0.1 -0.1 -0.1 0.64
H 5.5829 -4.8673 -2.7658 0.0 -0.1 -0.3 0.01
H 4.2587 -5.6417 -3.6730 0.2 0.0 0.0 0.06
H 5.7140 -4.6636 -5.3752 0.0 -0.1 0.2 0.06
H 6.0618 -6.4121 -5.4125 0.0 0.2 0.3 0.06
Br 0.8055 1.3321 -5.4744 -0.1 -0.1 0.1 0.61
C -0.4170 -0.1129 -5.0029 0.3 0.0 -0.1 -0.70
C -1.7086 -0.0113 -5.7799 -0.3 -0.1 0.1 -0.67
Br -2.8626 1.3830 -5.0505 0.2 -0.4 -0.3 0.58
H -0.5570 -0.0719 -3.9192 0.0 0.0 -0.3 0.04
H 0.1166 -1.0317 -5.2613 -0.2 0.1 0.0 0.06
H -2.2877 -0.9345 -5.6877 0.2 0.1 0.0 0.06
H -1.5627 0.2180 -6.8389 0.1 0.0 0.3 0.05
Br -9.9652 5.1426 5.5504 0.1 0.0 0.1 0.59
C -8.9174 4.5686 7.0922 0.1 -0.1 -0.2 -0.70
C -9.7515 3.7421 8.0427 0.0 0.0 0.3 -0.70
Br -10.9401 4.8706 9.1018 0.0 -0.1 -0.1 0.59
H -8.5021 5.4708 7.5498 -0.2 -0.3 0.0 0.05
H -8.1026 3.9704 6.6750 -0.2 0.0 0.1 0.03
H -9.1151 3.2366 8.7746 -0.1 0.1 -0.2 0.06
H -10.3797 3.0020 7.5397 0.2 0.2 0.0 0.05
```
Forces are in eV/Å.

- Orbital gap: 9.3588 eV
- E_HOMO: -9.24 eV
- E: -1150485.5674 eV
- Maximum force: 0.0987 hartree/bohr
- Lowest unoccupied orbital energy: 0.12 eV
- Molecular weight: 1657.95 u